(i)
Molecular formula: C5H10OS2
Method: DFT, the ωB97M-V functional and the def2-TZVPD basis

Geometry (Å):
C  0.623  2.238  -0.083
C  -1.993  0.269  1.507
C  0.802  0.809  0.306
C  2.479  -1.384  -0.149
C  -1.488  -0.255  -0.836
O  -0.123  -1.643  1.188
S  2.384  0.241  0.837
S  -0.662  -0.368  0.744
H  -0.263  2.777  -0.036
H  1.452  2.798  -0.462
H  -1.924  0.239  2.645
H  -2.067  1.244  1.175
H  3.553  -1.709  0.128
H  2.446  -1.069  -1.200
H  1.650  -1.908  0.355
H  -0.698  -0.650  -1.636
H  -2.514  -0.722  -0.778
H  -1.551  0.804  -1.065

* structure (SMILES): C=C(SC)[S@@](=C)(C)=O
* net charge: 0
* multiplicity: 1

Atomic partial charges in e from the Mulliken method, atoms 1 to 2: number 1, C, carries -0.942; number 2, C, carries -0.947

(ii)
Molecular formula: C5H10OS2
Method: DFT, the ωB97M-V functional and the def2-TZVPD basis

Geometry (Å):
C  1.239  -2.084  -0.950
C  -0.644  -0.096  -0.559
C  -1.156  -0.313  1.655
C  -0.547  1.490  -0.477
C  0.834  1.992  -0.125
H  1.922  -1.694  -0.206
H  0.482  -2.882  -0.619
H  1.806  -2.602  -1.722
H  -1.719  -0.326  -0.706
H  -2.071  -0.778  1.353
H  -0.828  -0.796  2.610
H  -1.258  0.757  1.761
H  0.914  1.996  0.973
H  1.021  3.026  -0.443
H  1.672  1.365  -0.541
O  -0.228  -0.651  0.640
S  0.308  -0.839  -1.900
S  -1.748  2.434  -0.744

* structure (SMILES): CO[C@H](SC)C(C)=S
* net charge: 0
* multiplicity: 1

Atomic partial charges in e from the Mulliken method, atoms 1 to 2: number 1, C, carries -0.799; number 2, C, carries -0.142

(iii)
Molecular formula: C5H10OS2
Method: DFT, the ωB97M-V functional and the def2-TZVPD basis

Geometry (Å):
C  -1.830  -0.068  -0.598
C  -0.440  -0.275  0.071
C  -0.622  -0.461  1.602
C  0.385  0.974  -0.174
C  1.722  0.826  -0.797
H  -1.773  0.318  -1.644
H  -2.443  0.666  -0.033
H  -2.383  -1.043  -0.678
H  -0.985  -1.492  1.768
H  0.341  -0.345  2.127
H  -1.319  0.287  2.013
H  -0.010  -1.407  -1.301
H  1.714  0.192  -1.685
H  2.039  1.832  -1.046
H  2.563  -1.151  0.170
O  0.160  -1.467  -0.389
S  -0.068  2.501  0.254
S  2.950  0.114  0.339

* structure (SMILES): CC(C)(O)C(=S)CS
* net charge: 0
* multiplicity: 1

Atomic partial charges in e from the Mulliken method, atoms 1 to 2: number 1, C, carries -1.561; number 2, C, carries 1.339

Taking the most stable structure as the zero point, the relative energies in kcal/mol are (i) 116.4; (ii) 21.1; (iii) 0.0.

(i)
Molecular formula: C3H10NO4
Method: DFT, the ωB97M-V functional and the def2-TZVPD basis

Geometry (Å):
O  1.069  3.043  -1.626
C  0.909  1.839  -1.479
C  0.082  1.097  -0.412
N  1.036  0.426  0.436
C  0.681  -0.522  1.446
O  -0.296  -1.568  1.128
H  1.457  1.114  -2.099
H  -0.449  0.389  -0.986
H  -0.623  1.826  0.076
H  1.360  1.201  1.068
H  0.314  0.056  2.347
H  1.705  -1.028  1.698
H  -0.129  -1.890  -0.272
H  -0.079  -3.211  -0.944
O  0.104  -2.294  -1.229
H  -3.113  -0.984  0.426
H  -1.808  -1.072  1.277
O  -2.866  -0.914  1.357

* net charge: -1
* multiplicity: 1

Atomic partial charges in e from the Mulliken method, atoms 1 to 2: number 1, O, carries -0.514; number 2, C, carries -0.058

(ii)
Molecular formula: C3H10NO4
Method: DFT, the ωB97M-V functional and the def2-TZVPD basis

Geometry (Å):
O  -1.487  0.030  0.086
C  -0.488  0.176  -0.572
O  -0.138  1.088  -1.267
C  0.532  -1.112  -0.408
C  0.919  -1.346  1.171
N  1.802  -1.154  -1.202
H  -0.024  -1.955  -0.609
H  0.075  -1.826  1.736
H  1.731  -2.005  1.063
H  1.295  -0.463  1.588
H  1.670  -0.403  -1.938
H  2.465  -0.706  -0.594
H  0.430  2.718  -0.113
H  1.740  2.151  -0.411
O  1.296  3.001  -0.286
H  -4.234  1.207  0.963
H  -3.334  0.227  0.265
O  -4.250  0.372  0.527

* net charge: -1
* multiplicity: 1

Atomic partial charges in e from the Mulliken method, atoms 1 to 2: number 1, O, carries -0.794; number 2, C, carries 0.464

(iii)
Molecular formula: C3H10NO4
Method: DFT, the ωB97M-V functional and the def2-TZVPD basis

Geometry (Å):
C  0.448  -1.722  1.443
N  -0.100  -0.511  0.793
C  -0.387  -0.705  -0.622
O  -0.538  -1.864  -1.028
O  -0.492  0.379  -1.270
C  0.761  -1.371  2.892
H  -0.330  -2.476  1.352
H  1.370  -2.023  0.939
H  0.628  0.199  0.843
H  1.033  -2.226  3.513
H  -0.010  -0.711  3.278
H  1.655  -0.730  2.933
H  -0.058  2.372  -2.952
H  1.277  2.112  -2.543
O  0.843  2.725  -3.159
H  -2.626  2.733  -2.192
H  -1.714  1.472  -1.883
O  -1.759  2.348  -2.337

* net charge: -1
* multiplicity: 1

Atomic partial charges in e from the Mulliken method, atoms 1 to 2: number 1, C, carries -0.236; number 2, N, carries -0.348

(iv)
Molecular formula: C3H10NO4
Method: DFT, the ωB97M-V functional and the def2-TZVPD basis

Geometry (Å):
O  0.194  0.311  1.710
C  -0.256  0.203  0.536
O  -0.820  -0.817  0.086
C  -0.090  1.496  -0.279
C  -0.088  1.057  -1.740
N  1.049  2.319  0.093
H  -0.932  2.137  0.010
H  -1.014  0.613  -2.026
H  0.219  1.814  -2.441
H  0.639  0.265  -2.014
H  1.144  2.218  1.112
H  1.912  1.985  -0.337
H  -1.518  -2.379  2.000
H  -1.508  -0.936  2.113
O  -2.114  -1.679  2.278
H  0.782  -2.769  -1.112
H  0.994  -2.831  0.430
O  1.404  -3.006  -0.420

* net charge: -1
* multiplicity: 1

Atomic partial charges in e from the Mulliken method, atoms 1 to 2: number 1, O, carries -0.827; number 2, C, carries 0.638

Taking the most stable structure as the zero point, the relative energies in kcal/mol are (i) 59.9; (ii) 16.4; (iii) 0.0; (iv) 8.4.

(i)
Molecular formula: C6H12N2O2
Method: DFT, the ωB97M-V functional and the def2-TZVPD basis

Geometry (Å):
N  -0.793  -3.393  0.577
C  0.170  -2.370  0.946
C  -0.370  -0.994  0.561
O  -1.523  -0.760  1.320
C  -2.468  0.063  0.708
C  -3.296  -0.514  -0.403
C  -3.895  -0.277  0.964
C  0.682  0.063  0.798
N  1.076  0.671  1.818
H  -0.417  -4.318  0.759
H  -1.635  -3.300  1.140
H  0.410  -2.352  2.025
H  1.108  -2.552  0.404
H  -0.618  -0.996  -0.517
H  -2.177  1.116  0.651
H  -3.583  0.139  -1.227
H  -3.087  -1.549  -0.679
H  -4.080  -1.156  1.583
H  -4.600  0.543  1.096
O  1.382  0.735  -0.374
H  0.874  0.514  -1.168
H  1.784  1.424  1.313

* structure (SMILES): [H]/N=C(\O)[C@@H](CN)OC1CC1
* net charge: 0
* multiplicity: 1

Atomic partial charges in e from the Mulliken method, atoms 1 to 2: number 1, N, carries -0.597; number 2, C, carries -0.872

(ii)
Molecular formula: C6H12N2O2
Method: DFT, the ωB97M-V functional and the def2-TZVPD basis

Geometry (Å):
C  -1.134  0.950  0.212
C  1.178  1.024  0.445
C  -0.706  -0.539  0.094
C  1.964  1.795  -0.666
C  -1.294  -1.240  -1.241
C  -1.172  -1.304  1.376
N  1.493  -1.449  0.098
N  0.743  -0.322  0.106
O  2.710  -1.278  0.049
O  -0.073  1.658  0.758
H  -1.359  1.543  -0.726
H  -2.048  0.975  0.922
H  1.762  0.913  1.359
H  1.373  1.709  -1.579
H  2.977  1.484  -0.794
H  1.999  2.822  -0.428
H  -1.171  -2.380  -1.152
H  -0.929  -0.812  -2.228
H  -2.457  -1.109  -1.334
H  -0.985  -2.315  1.122
H  -2.245  -1.192  1.464
H  -0.625  -0.932  2.142

* structure (SMILES): C[C@H]1OCC(C)(C)N1N=O
* net charge: 0
* multiplicity: 1

Atomic partial charges in e from the Mulliken method, atoms 1 to 2: number 1, C, carries -0.468; number 2, C, carries 0.039

Taking the most stable structure as the zero point, the relative energies in kcal/mol are (i) 0.0; (ii) 17.7.